Computed, not measured: 2 unconnected molecules or ions with the total composition C24H36ClFN2O9P, with ωB97M-V/def2-TZVPD.

For the HOMO energy, the calculation gives -9.49 eV. The spin multiplicity is 1. The value obtained for the molecular weight is 581.98 g/mol. The orbital gap is 1.41 eV. The value obtained for the maximum force is 10.80 eV Å⁻¹. The total energy is -2623.235860 Ha. The net charge is +1.

Atoms and positions in Å:
Cl 1.94329 2.47812 1.14785
P 2.66735 2.18201 5.61608
F 1.56164 -4.22829 1.98145
O 1.14505 1.81634 6.45309
O -3.54956 0.62197 -4.03676
O 3.23733 3.48265 6.38020
O 2.32449 -1.42226 0.45982
O 5.39782 -0.91392 3.97494
O 1.46105 -0.85146 5.03326
O 4.03386 0.04430 1.43615
O 3.81385 0.89362 5.83422
O 0.58894 -3.60839 4.09844
N 2.64287 -2.25624 3.43148
N -4.66784 0.19687 -4.77617
C -5.67011 -0.36053 -3.80687
C 1.93783 -0.93084 3.78967
C 5.45081 1.58101 3.15030
C 2.64394 1.59217 2.66811
C -4.18202 -0.73678 -5.84740
C -4.90693 -2.73761 -4.38847
C -5.27283 -1.76157 -3.27597
C 4.54534 2.35098 0.89111
C 1.57380 -3.34621 3.20807
C 6.24982 0.23727 3.64237
C 7.07239 0.65135 5.03780
C -5.90356 0.57974 -2.58041
C 2.33539 2.70635 3.82166
C 4.91299 1.74863 -0.45238
C -0.48192 0.03402 1.03297
C -7.06842 -0.44488 -4.47167
C -3.83337 -2.14969 -5.29720
C -2.91495 -0.20524 -6.59520
C 0.17223 0.37801 2.49375
C 2.63810 -0.50466 1.37444
C 1.79607 0.18835 2.60189
C 4.17982 1.31801 2.15531
C -1.03492 -0.11500 -0.26139
C -5.26155 -0.84575 -6.96488
H -5.97688 -0.01643 -6.92533
H 7.03354 -0.10263 2.82148
H -2.65555 -0.85571 -7.43890
H -4.53725 -3.67199 -3.94537
H -7.34691 0.51478 -4.92195
H 1.18898 3.01830 3.73245
H 4.33592 2.00816 -1.44650
H -3.65283 -2.84282 -6.12901
H 3.57056 0.31270 6.61808
H 8.12514 0.09854 5.04186
H -5.79490 -3.00695 -4.96655
H 5.77806 0.95140 -0.47059
H -7.14127 -1.21552 -5.24007
H 2.97335 3.69129 3.61578
H 0.83785 2.69272 6.84935
H -4.41592 -1.67513 -2.59311
H -7.84191 -0.69079 -3.73340
H -2.02640 -0.17051 -5.95561
H 5.09823 2.28897 4.04408
H 3.30536 -2.54111 4.18561
H 5.92812 -1.62824 4.44919
H -0.39686 -0.31386 3.28299
H -3.08726 0.80158 -6.99910
H -5.82074 -1.78375 -6.91714
H 7.25021 1.82850 5.08028
H -0.14499 1.48849 2.79595
H -2.89393 -2.10588 -4.73130
H 6.25113 2.23859 2.55618
H -1.76897 -0.26259 -1.18124
H -6.09063 -2.18985 -2.67987
H -5.03112 0.64745 -1.92510
H -6.16697 1.59532 -2.90757
H -4.82577 -0.79972 -7.97037
H 4.58005 3.51950 0.99130
H -6.73154 0.21445 -1.95410
H 6.51399 0.30031 6.00791

---

Computed, not measured: 2 unconnected molecules or ions with the total composition C5H12S, with ωB97M-V/def2-TZVPD.

For the HOMO energy, the calculation gives -9.09 eV. The spin multiplicity is 1. The energy above the lowest of the compared OMol25 structures with the same formula, charge and spin comes out at 131.1 kJ/mol. The value obtained for the molecular weight is 104.22 g/mol. Its SMILES is C=CC.CCS. The orbital gap is 10.01 eV. The value obtained for the maximum force is 2.22 eV Å⁻¹. The total energy is -595.832107 Ha.

Atoms and positions in Å:
S 0.62585 -3.02597 -0.67084
C 0.77570 1.62348 1.49144
C 1.12127 2.14894 0.30774
C -1.05124 -2.52042 -0.19608
C -1.07848 -1.08109 0.37686
C 0.52188 1.86866 -1.04215
H -0.61306 -1.11483 1.34955
H 1.32016 1.87039 2.38860
H -2.07920 -0.67252 0.52765
H -0.52220 -0.54294 -0.37024
H 1.76355 3.02884 0.45178
H -0.53320 2.10790 -1.16073
H 0.73805 0.81505 -1.28059
H 1.12296 2.42761 -1.78487
H -1.81410 -2.51269 -0.98053
H -1.33789 -3.24877 0.58139
H 1.04585 -2.05044 -1.48085
H -0.00593 0.87878 1.49188

---

Computed, not measured: a molecular structure, C28H21N9PtSe, with ωB97M-V/def2-TZVPD.

For the HOMO energy (alpha / beta), the calculation gives -13.57 / -13.92 eV. The spin multiplicity is 3. The value obtained for the molecular weight is 757.58 g/mol. The orbital gap (alpha / beta) is 7.73 / 7.14 eV. The value obtained for the maximum force is 1.39 eV Å⁻¹. The total energy is -4092.729916 Ha. The net charge is +2. The expectation value of S² is 2.0047.

Atoms and positions in Å:
Pt 0.65364 -0.13186 -1.03176
Se 4.70930 1.34342 5.42095
N 3.68953 0.02303 4.89621
N -2.32766 2.91309 -0.66749
N -1.68499 -2.10251 -3.99927
N -0.94861 1.22847 -0.34651
N 2.30613 1.21148 -0.29149
N -0.04117 1.10209 -3.03610
N 1.56051 -1.18211 0.72133
N 4.59487 2.13691 3.86794
N -0.75681 -1.44910 -2.10191
C -3.31168 2.98092 1.67373
C -1.97743 -3.08669 -3.07757
C 1.50873 -2.81776 2.44953
C -0.93936 2.19992 -2.64995
C -0.56646 0.14241 -4.01453
C -1.40052 2.10224 -1.22158
C 2.14902 -1.96055 3.31748
C 3.33035 0.21326 3.63928
C -1.64236 -3.35246 -0.68899
C 2.75999 2.32179 -0.84942
C -2.38388 -4.51314 -0.77514
C -0.97500 -1.14651 -3.36639
C 1.24283 -2.39045 1.14983
C -2.87632 -4.97706 -1.99704
C -2.49136 2.52912 0.65005
C -3.24498 2.30909 2.87779
C 3.50452 1.78172 1.71388
C 2.55849 -0.70431 2.85112
C 2.23236 -0.34149 1.52767
C 3.97547 2.95104 1.10825
C 2.66977 0.92053 0.97153
C -1.55113 0.77871 2.06044
C -1.60852 1.44586 0.84060
C 3.83448 1.42022 3.06134
C 3.59860 3.21954 -0.19016
C -2.38630 1.22133 3.06419
C -2.70294 -4.26552 -3.16836
C -1.40503 -2.64738 -1.86512
H -2.82945 3.66370 -1.11749
H -2.38975 0.71546 4.01620
H 2.35927 -2.23094 4.33961
H 0.82893 1.48810 -3.38696
H -1.82876 2.22039 -3.29517
H -1.30002 -2.97426 0.25999
H 1.21236 -3.80738 2.75841
H 0.78211 -3.05223 0.42867
H -2.61015 -5.06307 0.12512
H -3.42845 -5.90097 -2.01609
H -3.98507 3.81071 1.53762
H -1.44074 0.54761 -4.54402
H -1.94940 -2.10978 -4.97312
H 3.95825 4.09946 -0.70037
H -0.43036 3.16613 -2.76996
H 2.46309 2.50800 -1.87270
H 0.19343 -0.06237 -4.77672
H -0.88705 -0.06116 2.19532
H -3.87699 2.62047 3.69468
H 4.62928 3.59633 1.67476
H -3.12664 -4.60148 -4.10216